No. 1
The following is a quantum chemistry calculation of the molecule C18H20N4O2S in a non-equilibrium geometry, from the OMol25 dataset.

Each line ends with the Mulliken charge.
Positions of all 45 atoms, in Å:
C (3.273, 4.157, 1.101)  -0.780
C (2.673, 3.271, 1.871)  0.162
C (1.238, 2.860, 1.708)  -1.140
N (1.151, 1.470, 1.329)  0.141
C (1.323, 0.941, 0.096)  -0.092
S (1.516, 1.958, -1.292)  -0.175
C (1.465, 0.762, -2.673)  -0.772
C (0.237, -0.132, -2.685)  -0.406
C (-1.089, 0.638, -2.665)  -0.772
C (-2.202, -0.285, -2.258)  0.128
C (-2.327, -0.665, -0.926)  0.102
C (-3.312, -1.551, -0.533)  -0.771
C (-4.191, -2.070, -1.469)  -0.423
C (-4.077, -1.696, -2.797)  -0.536
C (-3.087, -0.811, -3.188)  -0.519
N (1.265, -0.383, 0.085)  -0.481
C (1.044, -0.729, 1.370)  0.869
C (0.978, 0.397, 2.179)  0.312
C (0.733, 0.310, 3.584)  -0.071
O (0.636, 1.206, 4.397)  -0.670
N (0.599, -1.030, 3.956)  -0.049
C (0.640, -2.181, 3.189)  0.489
O (0.479, -3.273, 3.681)  -0.660
N (0.876, -1.993, 1.844)  0.003
C (0.903, -3.121, 0.940)  -0.999
H (4.305, 4.427, 1.244)  0.263
H (2.753, 4.653, 0.299)  0.235
H (3.201, 2.769, 2.670)  0.303
H (0.753, 3.461, 0.934)  0.525
H (0.709, 2.966, 2.660)  0.355
H (1.510, 1.401, -3.556)  0.420
H (2.374, 0.165, -2.608)  0.435
H (0.286, -0.758, -3.579)  0.432
H (0.285, -0.785, -1.813)  0.237
H (-1.288, 1.073, -3.646)  0.486
H (-1.015, 1.453, -1.941)  0.334
H (-1.645, -0.259, -0.191)  0.321
H (-3.397, -1.838, 0.506)  0.428
H (-4.961, -2.762, -1.164)  0.378
H (-4.760, -2.096, -3.531)  0.377
H (-3.002, -0.524, -4.227)  0.362
H (0.421, -1.195, 4.941)  0.241
H (1.829, -3.106, 0.366)  0.313
H (0.057, -3.067, 0.252)  0.256
H (0.839, -4.027, 1.538)  0.407

Calculated values
highest occupied orbital energy: -8.11 eV
energy relative to the best compared isomer or geometry (same formula, charge and spin): 12.7 kJ/mol
SMILES string: C=CCn1c(SCCCc2ccccc2)nc2c1c(=O)[nH]c(=O)n2C
HOMO-LUMO gap: 8.6 eV
lowest unoccupied orbital energy: 0.52 eV



No. 2
The following is a quantum chemistry calculation of the molecule C18H20N4O3S2 in a non-equilibrium geometry, from the OMol25 dataset.

Each line ends with the Mulliken charge.
Positions of all 47 atoms, in Å:
C (-3.768, -0.483, 2.467)  -1.264
C (-4.000, -0.073, 1.023)  0.188
O (-3.245, 1.093, 0.762)  -0.305
C (-3.261, 1.502, -0.584)  -0.289
C (-2.278, 2.662, -0.712)  -0.238
C (-0.912, 2.248, -0.309)  0.201
N (0.151, 2.805, -0.728)  -1.663
N (1.257, 2.279, -0.189)  0.966
C (2.560, 2.776, -0.487)  0.480
O (2.710, 3.715, -1.226)  -0.640
C (3.568, 2.031, 0.217)  -0.682
C (3.259, 1.004, 1.057)  0.740
C (4.313, 0.208, 1.747)  -0.769
S (4.386, -1.501, 1.091)  -0.145
C (4.179, -1.183, -0.688)  -1.006
C (2.734, -0.928, -1.101)  0.598
O (2.450, -0.059, -1.896)  -0.639
N (1.861, -1.788, -0.525)  0.076
C (0.490, -1.919, -0.752)  0.453
C (-0.152, -1.316, -1.830)  -0.257
C (-1.498, -1.549, -2.043)  -0.642
C (-2.218, -2.369, -1.191)  -0.574
C (-1.586, -2.947, -0.102)  -0.593
C (-0.240, -2.727, 0.118)  -0.521
N (1.985, 0.609, 1.306)  -0.505
C (1.053, 1.251, 0.682)  0.263
S (-0.651, 0.946, 0.851)  0.180
H (-4.354, -1.367, 2.699)  0.414
H (-2.714, -0.700, 2.620)  0.236
H (-4.057, 0.324, 3.134)  0.329
H (-3.683, -0.876, 0.343)  -0.180
H (-5.066, 0.134, 0.844)  0.409
H (-2.957, 0.670, -1.236)  0.068
H (-4.271, 1.825, -0.878)  0.419
H (-2.602, 3.467, -0.046)  0.245
H (-2.252, 3.047, -1.731)  0.327
H (4.589, 2.330, 0.041)  0.411
H (4.079, 0.083, 2.803)  0.358
H (5.298, 0.657, 1.624)  0.360
H (4.802, -0.341, -0.985)  0.386
H (4.533, -2.086, -1.190)  0.481
H (2.233, -2.348, 0.235)  0.140
H (0.405, -0.680, -2.498)  0.459
H (-1.983, -1.095, -2.896)  0.444
H (-3.263, -2.567, -1.380)  0.485
H (-2.142, -3.579, 0.575)  0.418
H (0.256, -3.185, 0.961)  0.379

Calculated values
highest occupied orbital energy: -8.26 eV
energy relative to the best compared isomer or geometry (same formula, charge and spin): 105.3 kJ/mol
SMILES string: CCOCCc1nn2c(=O)cc(CSCC(=O)Nc3ccccc3)nc2s1
HOMO-LUMO gap: 8.6 eV
lowest unoccupied orbital energy: 0.37 eV



No. 3
The following is a quantum chemistry calculation of the molecule C18H20N4O4S in a non-equilibrium geometry, from the OMol25 dataset.

Each line ends with the Mulliken charge.
Positions of all 47 atoms, in Å:
C (-6.283, -0.336, -2.332)  -1.105
C (-6.097, -1.525, -1.394)  -0.557
C (-5.843, -1.143, 0.074)  0.030
C (-6.998, -0.362, 0.696)  -1.565
N (-4.611, -0.394, 0.206)  -0.157
C (-3.507, -0.887, 0.809)  0.252
O (-3.455, -2.001, 1.296)  -0.681
C (-2.345, 0.051, 0.842)  0.561
C (-1.504, 0.020, 1.950)  -0.792
C (-0.401, 0.846, 2.021)  -0.744
C (-0.108, 1.714, 0.971)  0.531
N (1.004, 2.550, 1.023)  -0.256
S (2.067, 2.660, -0.282)  1.129
O (1.370, 3.181, -1.415)  -0.663
O (3.202, 3.364, 0.230)  -0.691
C (2.487, 0.944, -0.553)  0.032
C (1.706, 0.178, -1.400)  -0.201
C (1.950, -1.180, -1.546)  -1.183
C (2.995, -1.722, -0.821)  0.877
N (3.494, -2.998, -0.744)  -0.119
C (4.576, -3.050, 0.117)  0.129
O (5.236, -4.014, 0.400)  -0.604
N (4.736, -1.758, 0.584)  -0.119
C (3.792, -0.925, 0.032)  0.510
C (3.538, 0.422, 0.184)  -0.949
C (-0.942, 1.744, -0.144)  -0.429
C (-2.048, 0.920, -0.205)  -0.720
H (-5.406, 0.307, -2.328)  0.198
H (-6.432, -0.691, -3.349)  0.389
H (-7.152, 0.254, -2.052)  0.305
H (-5.249, -2.121, -1.737)  0.331
H (-6.985, -2.157, -1.433)  0.364
H (-5.684, -2.068, 0.641)  0.398
H (-7.928, -0.912, 0.578)  0.371
H (-6.815, -0.212, 1.757)  0.420
H (-7.106, 0.613, 0.225)  0.378
H (-4.616, 0.561, -0.113)  0.364
H (-1.729, -0.668, 2.750)  0.449
H (0.242, 0.822, 2.889)  0.338
H (1.515, 2.527, 1.892)  0.322
H (0.917, 0.661, -1.951)  0.565
H (1.347, -1.788, -2.201)  0.387
H (3.141, -3.804, -1.232)  0.169
H (5.462, -1.489, 1.225)  0.168
H (4.124, 1.068, 0.817)  0.457
H (-0.705, 2.418, -0.951)  0.658
H (-2.667, 0.939, -1.091)  0.454

Calculated values
highest occupied orbital energy: -8.77 eV
energy relative to the best compared isomer or geometry (same formula, charge and spin): 0.0 kJ/mol
SMILES string: CC[C@H](C)NC(=O)c1ccc(NS(=O)(=O)c2ccc3[nH]c(=O)[nH]c3c2)cc1
HOMO-LUMO gap: 9.2 eV
lowest unoccupied orbital energy: 0.41 eV



No. 4
The following is a quantum chemistry calculation of a cluster of 2 separate species, C18H20O3 in total in a non-equilibrium geometry, from the OMol25 dataset.

Each line ends with the Mulliken charge.
Positions of all 41 atoms, in Å:
C (4.090, -1.152, 3.241)  -0.814
O (3.414, 0.128, 3.261)  -0.409
C (2.055, 0.170, 3.249)  0.935
C (1.456, 1.454, 3.122)  -0.694
C (0.105, 1.560, 2.911)  -0.358
C (-0.701, 0.397, 2.838)  0.691
C (-2.076, 0.564, 2.508)  -0.402
O (-2.857, -0.466, 2.409)  -0.249
C (-4.280, -0.252, 2.365)  -0.483
C (-0.123, -0.878, 3.092)  -0.693
C (1.234, -0.989, 3.293)  -0.289
H (5.145, -0.885, 3.224)  0.245
H (3.864, -1.737, 4.144)  0.334
H (3.833, -1.732, 2.344)  0.364
H (2.104, 2.330, 3.147)  0.421
H (-0.387, 2.519, 2.768)  0.384
H (-2.521, 1.565, 2.445)  0.298
H (-4.717, -1.250, 2.383)  0.245
H (-4.609, 0.335, 3.235)  0.338
H (-4.532, 0.277, 1.441)  0.192
H (-0.764, -1.756, 3.111)  0.429
H (1.691, -1.970, 3.446)  0.352
C (-0.210, 0.983, -0.820)  -1.256
C (-1.691, 1.258, -0.642)  0.983
C (-2.551, 0.221, -1.102)  -1.196
C (-3.959, 0.313, -1.284)  1.082
C (-4.701, 1.510, -1.047)  -0.342
C (-6.089, 1.509, -1.112)  -0.460
C (-6.786, 0.340, -1.449)  -0.489
C (-6.073, -0.829, -1.761)  -0.390
C (-4.687, -0.843, -1.706)  -0.732
O (-2.075, 2.305, -0.079)  -0.777
H (-0.021, 0.413, -1.738)  0.417
H (0.340, 1.926, -0.856)  0.349
H (0.160, 0.397, 0.031)  0.124
H (-2.060, -0.685, -1.469)  0.131
H (-4.151, 2.410, -0.781)  0.353
H (-6.637, 2.426, -0.890)  0.361
H (-7.877, 0.339, -1.476)  0.356
H (-6.613, -1.736, -2.041)  0.349
H (-4.123, -1.745, -1.960)  0.300

Calculated values
highest occupied orbital energy: -5.37 eV
energy relative to the best compared isomer or geometry (same formula, charge and spin): 404.1 kJ/mol
HOMO-LUMO gap: 3.5 eV
lowest unoccupied orbital energy: -1.92 eV



No. 5
The following is a quantum chemistry calculation of a structure of composition C18H21AuN2O5S, from the OMol25 dataset.

Each line ends with the Löwdin spin population.
Positions of all 48 atoms, in Å:
Au (0.223, 0.412, -0.088)  0.460
O (-1.998, 6.937, -2.570)  0.258
C (-0.837, 6.598, -2.705)  0.100
O (0.199, 6.875, -3.283)  0.334
C (-0.620, 5.113, -1.944)  0.239
C (-1.736, 4.495, -1.414)  0.020
C (-1.528, 3.259, -0.831)  0.017
N (-0.320, 2.685, -0.778)  0.014
C (0.737, 3.316, -1.281)  0.018
C (0.636, 4.563, -1.894)  0.017
C (2.113, 2.637, -1.166)  0.007
O (3.057, 3.261, -1.627)  0.007
O (2.113, 1.495, -0.584)  0.027
H (-2.711, 4.953, -1.449)  0.000
H (-2.353, 2.713, -0.388)  0.003
H (1.521, 5.033, -2.291)  0.000
C (0.082, 0.684, 4.801)  0.005
S (0.397, -0.124, 3.246)  0.007
C (-0.684, -1.537, 3.470)  0.000
O (-0.278, 0.762, 2.217)  0.095
H (-0.994, 0.792, 4.936)  0.000
H (0.561, 1.660, 4.744)  0.000
H (0.529, 0.092, 5.601)  0.001
H (-0.134, -2.330, 3.982)  0.000
H (-0.952, -1.854, 2.461)  0.001
H (-1.575, -1.249, 4.028)  0.000
C (2.001, -4.160, -1.214)  0.000
N (2.170, -2.949, -0.438)  0.005
C (2.481, -1.790, -1.256)  0.017
C (1.136, -2.718, 0.560)  0.016
C (-0.282, -2.550, 0.024)  0.040
C (-1.059, -3.686, -0.212)  0.010
C (-2.331, -3.594, -0.758)  -0.005
C (-2.863, -2.348, -1.065)  0.009
C (-2.116, -1.203, -0.813)  0.038
C (-0.829, -1.307, -0.286)  0.205
H (2.917, -4.354, -1.774)  0.000
H (1.167, -4.113, -1.934)  0.000
H (1.826, -5.007, -0.546)  0.000
H (3.315, -2.028, -1.917)  0.002
H (2.777, -0.944, -0.633)  0.003
H (1.637, -1.465, -1.894)  0.009
H (1.426, -1.820, 1.112)  0.006
H (1.150, -3.558, 1.259)  0.001
H (-0.658, -4.661, 0.047)  0.002
H (-2.909, -4.493, -0.940)  0.000
H (-3.856, -2.261, -1.488)  0.001
H (-2.547, -0.229, -1.025)  0.008

Calculated values
spin multiplicity: 3
highest occupied orbital energy (spin up / spin down): -8.32 / -8.37 eV
HOMO-LUMO gap (spin up / spin down): 8.3 / 4.9 eV
lowest unoccupied orbital energy (spin up / spin down): -0.05 / -3.50 eV